The following is a quantum chemistry calculation of a cluster of 11 separate species, C46H98F10N11O24S10 in total, from the OMol25 dataset.

Cartesian coordinates (Å):
C: -2.860 5.256 1.517
C: -3.857 6.025 2.357
O: -3.616 6.773 3.316
N: -5.325 5.879 1.822
H: -5.250 5.857 0.815
H: -5.672 4.937 1.933
C: -6.365 7.049 2.070
H: -1.883 5.739 1.484
H: -3.183 5.262 0.476
H: -2.866 4.228 1.878
H: -5.803 7.936 2.362
H: -7.010 6.690 2.871
H: -6.874 6.990 1.108
C: 2.031 1.328 9.534
C: 1.668 1.922 8.170
C: 2.921 2.315 7.343
C: 3.680 1.169 6.655
C: 2.725 0.344 5.776
C: 1.546 -0.201 6.626
N: 0.855 0.938 7.450
O: -0.310 0.590 8.132
C: 2.106 -1.264 7.653
C: 0.521 -0.752 5.660
C: 0.939 3.287 8.270
H: 2.985 0.802 9.525
H: 1.264 0.728 10.024
H: 2.164 2.132 10.258
H: 3.625 2.905 7.930
H: 2.649 3.004 6.543
H: 4.265 0.564 7.349
H: 4.462 1.538 5.991
H: 3.337 -0.388 5.249
H: 2.345 1.046 5.034
H: 1.275 -1.659 8.238
H: 3.044 -1.087 8.178
H: 2.262 -2.069 6.935
H: 0.921 -1.593 5.095
H: 0.180 -0.090 4.863
H: -0.427 -1.105 6.066
H: 0.509 3.520 7.296
H: 1.610 4.015 8.726
H: 0.149 3.154 9.009
C: -1.888 1.635 -2.111
C: -1.907 0.811 -0.800
C: -3.360 0.090 -0.732
C: -3.448 -1.026 0.306
C: -2.385 -2.124 0.134
C: -0.949 -1.594 0.001
N: -0.893 -0.385 -0.972
O: 0.295 -0.100 -1.535
C: -0.081 -2.724 -0.615
C: -0.330 -1.196 1.383
C: -1.577 1.662 0.457
H: -0.889 2.054 -2.230
H: -2.592 2.464 -2.192
H: -2.032 0.988 -2.976
H: -3.655 -0.364 -1.678
H: -4.114 0.866 -0.605
H: -4.418 -1.522 0.327
H: -3.262 -0.643 1.309
H: -2.639 -2.829 -0.658
H: -2.559 -2.830 0.946
H: 0.981 -2.487 -0.550
H: -0.329 -2.951 -1.652
H: -0.374 -3.621 -0.068
H: -0.646 -1.993 2.056
H: -0.548 -0.300 1.965
H: 0.757 -1.113 1.390
H: -2.040 2.644 0.354
H: -0.500 1.825 0.460
H: -1.967 1.203 1.365
C: 2.991 -4.490 -5.745
C: 3.772 -3.549 -4.697
C: 2.862 -3.477 -3.530
C: 3.490 -2.902 -2.207
C: 4.616 -3.927 -1.930
C: 5.743 -4.156 -2.980
N: 5.107 -4.155 -4.378
O: 5.967 -4.597 -5.428
C: 6.316 -5.589 -2.706
C: 6.866 -3.044 -2.996
C: 3.980 -2.162 -5.263
H: 2.996 -5.537 -5.442
H: 3.570 -4.502 -6.669
H: 1.952 -4.170 -5.823
H: 2.427 -4.463 -3.366
H: 1.928 -2.927 -3.644
H: 2.742 -2.909 -1.414
H: 3.900 -1.924 -2.461
H: 4.192 -4.886 -1.628
H: 5.107 -3.701 -0.984
H: 5.499 -6.282 -2.505
H: 6.898 -5.522 -1.787
H: 6.889 -5.957 -3.558
H: 6.521 -2.047 -3.271
H: 7.556 -3.340 -3.785
H: 7.387 -3.006 -2.039
H: 4.643 -2.182 -6.128
H: 4.393 -1.431 -4.569
H: 3.120 -1.665 -5.712
C: -1.296 3.307 -5.729
C: -2.631 2.709 -6.196
C: -2.785 2.583 -7.725
N: -4.160 2.079 -8.270
C: -4.277 0.533 -8.119
C: -4.365 2.424 -9.743
C: -5.801 2.945 -9.815
C: -6.517 2.816 -8.480
C: -5.327 2.848 -7.547
H: -0.430 2.784 -6.134
H: -1.229 3.320 -4.641
H: -1.204 4.371 -5.945
H: -3.291 3.485 -5.808
H: -2.939 1.826 -5.635
H: -2.117 1.915 -8.269
H: -2.599 3.590 -8.097
H: -3.311 0.069 -8.318
H: -5.099 0.059 -8.655
H: -4.552 0.401 -7.073
H: -4.226 1.462 -10.236
H: -3.601 3.110 -10.106
H: -6.358 2.522 -10.650
H: -5.829 4.021 -9.988
H: -7.115 1.910 -8.380
H: -7.201 3.655 -8.352
H: -5.575 2.449 -6.564
H: -5.011 3.880 -7.400
C: 5.377 -8.199 4.285
C: 5.720 -6.768 3.857
C: 4.499 -6.174 3.099
N: 4.654 -4.702 2.588
C: 5.830 -4.475 1.566
C: 3.380 -4.306 1.787
C: 2.568 -3.480 2.702
C: 3.575 -2.573 3.352
C: 4.717 -3.636 3.734
H: 5.187 -8.754 3.366
H: 4.401 -8.222 4.768
H: 6.047 -8.689 4.992
H: 6.670 -6.750 3.323
H: 5.846 -6.227 4.795
H: 3.583 -6.125 3.688
H: 4.352 -6.759 2.191
H: 5.668 -4.995 0.621
H: 6.742 -4.847 2.033
H: 5.891 -3.393 1.449
H: 3.603 -3.684 0.920
H: 2.824 -5.131 1.341
H: 1.890 -2.851 2.125
H: 1.989 -4.031 3.443
H: 4.026 -1.659 2.965
H: 3.021 -2.223 4.223
H: 5.755 -3.304 3.713
H: 4.504 -3.972 4.748
N: -5.396 6.004 -0.926
S: -4.892 4.908 -2.098
O: -3.521 4.933 -2.526
O: -5.892 4.429 -3.036
F: -4.837 3.637 -1.068
S: -5.978 6.957 -1.973
O: -7.333 6.536 -2.426
O: -5.150 7.648 -2.941
F: -6.438 8.047 -0.849
N: 5.283 0.028 1.374
S: 4.207 1.348 1.322
O: 2.868 1.138 0.790
O: 4.773 2.674 1.230
F: 3.944 1.257 2.925
S: 4.823 -0.504 0.062
O: 5.134 0.156 -1.199
O: 3.668 -1.400 0.099
F: 6.023 -1.627 -0.007
N: 0.025 2.548 5.044
S: -1.572 2.127 4.731
O: -1.726 0.845 4.097
O: -2.499 3.231 4.474
F: -1.974 1.909 6.309
S: 0.349 2.795 3.578
O: -0.172 4.027 2.977
O: 0.600 1.735 2.598
F: 1.832 3.339 3.902
N: -6.269 3.397 2.144
S: -7.923 3.088 2.164
O: -8.497 2.269 3.246
O: -8.571 3.050 0.847
F: -8.307 4.603 2.692
S: -5.918 1.989 2.299
O: -6.255 0.946 1.317
O: -5.678 1.533 3.660
F: -4.308 2.245 1.925
N: -1.922 -1.930 -3.582
S: -3.267 -1.739 -4.309
O: -3.617 -2.511 -5.511
O: -3.829 -0.400 -4.236
F: -4.051 -2.596 -3.179
S: -0.904 -1.513 -4.834
O: -1.233 -0.274 -5.512
O: -0.193 -2.580 -5.520
F: 0.294 -1.096 -3.896

## Properties
Total charge: +2
LUMO level (spin up / spin down) (eV): -10.048 / -10.468
Calculated total energy (hartree): -9198.5887
HOMO-LUMO gap (spin up / spin down) (eV): 2.141 / 1.632
Multiplicity: 2

Atomic partial charges in e from the Löwdin method, atoms 1 to 99: number 1, C, carries 0.03; number 2, C, carries -0.28; number 3, O, carries 0.13; number 4, N, carries 0.07; number 5, H, carries 0.04; number 6, H, carries 0.05; number 7, C, carries 0.07; number 8, H, carries 0.11; number 9, H, carries 0.06; number 10, H, carries 0.07; number 11, H, carries 0.10; number 12, H, carries 0.08; number 13, H, carries 0.08; number 14, C, carries 0.01; number 15, C, carries -0.46; number 16, C, carries -0.11; number 17, C, carries -0.16; number 18, C, carries -0.12; number 19, C, carries -0.38; number 20, N, carries 0.14; number 21, O, carries 0.15; number 22, C, carries 0.03; number 23, C, carries -0.03; number 24, C, carries 0.01; number 25, H, carries 0.09; number 26, H, carries 0.10; number 27, H, carries 0.11; number 28, H, carries 0.14; number 29, H, carries 0.12; number 30, H, carries 0.10; number 31, H, carries 0.12; number 32, H, carries 0.11; number 33, H, carries 0.09; number 34, H, carries 0.10; number 35, H, carries 0.09; number 36, H, carries 0.08; number 37, H, carries 0.08; number 38, H, carries 0.05; number 39, H, carries 0.10; number 40, H, carries 0.08; number 41, H, carries 0.11; number 42, H, carries 0.10; number 43, C, carries -0.01; number 44, C, carries -0.31; number 45, C, carries -0.07; number 46, C, carries -0.15; number 47, C, carries -0.13; number 48, C, carries -0.37; number 49, N, carries 0.12; number 50, O, carries 0.22; number 51, C, carries -0.01; number 52, C, carries 0.02; number 53, C, carries 0.02; number 54, H, carries 0.09; number 55, H, carries 0.08; number 56, H, carries 0.06; number 57, H, carries 0.09; number 58, H, carries 0.12; number 59, H, carries 0.13; number 60, H, carries 0.11; number 61, H, carries 0.12; number 62, H, carries 0.14; number 63, H, carries 0.06; number 64, H, carries 0.08; number 65, H, carries 0.10; number 66, H, carries 0.10; number 67, H, carries 0.05; number 68, H, carries 0.08; number 69, H, carries 0.09; number 70, H, carries 0.09; number 71, H, carries 0.07; number 72, C, carries 0.03; number 73, C, carries -0.44; number 74, C, carries -0.15; number 75, C, carries -0.12; number 76, C, carries -0.15; number 77, C, carries -0.38; number 78, N, carries 0.15; number 79, O, carries 0.15; number 80, C, carries 0.01; number 81, C, carries 0.04; number 82, C, carries 0.01; number 83, H, carries 0.09; number 84, H, carries 0.09; number 85, H, carries 0.09; number 86, H, carries 0.13; number 87, H, carries 0.11; number 88, H, carries 0.08; number 89, H, carries 0.10; number 90, H, carries 0.11; number 91, H, carries 0.07; number 92, H, carries 0.09; number 93, H, carries 0.09; number 94, H, carries 0.09; number 95, H, carries 0.09; number 96, H, carries 0.09; number 97, H, carries 0.10; number 98, H, carries 0.10; number 99, H, carries 0.09